Entry from the OMol25 dataset: 2 unconnected molecules or ions with the total composition C7H10N in a non-equilibrium geometry (ωB97M-V/def2-TZVPD).

Molecular weight ... 108.2 Da
DFT total energy ... -326.890711 hartree
LUMO level (spin up / spin down) ... -5.704 / -5.704 eV
Orbital gap (spin up / spin down) ... 9.07 / 9.07 eV
Net charge ... +1
HOMO energy (spin up / spin down) ... -0.54286 / -0.54287 Ha

The geometry in XYZ format:
```
18
Properties=species:S:1:pos:R:3:forces:R:3:mulliken_charge:R:1
N 1.83481 0.51841 0.32052 2.163 0.643 0.201 0.1083
C 2.90399 1.40630 0.71070 -0.638 -0.991 -3.444 -0.1042
C 0.66548 0.08327 0.11662 -1.772 -1.094 -0.260 0.5005
C -1.39593 0.54675 0.43639 4.140 0.122 0.712 -0.1512
C 0.67974 -1.20811 -0.58522 0.793 -1.378 3.164 -1.3527
C 3.98596 -0.74788 -0.59644 0.735 -1.053 -0.640 -0.5026
C -2.15254 -0.38538 -0.37710 -3.449 1.081 -1.640 -1.1124
C 3.21806 0.04839 0.03570 -2.449 2.795 1.616 0.1637
H 1.53006 -1.36861 -1.17316 1.347 0.043 -1.135 0.4032
H -3.24350 -0.21306 -0.00560 1.486 -0.213 -0.224 0.3380
H -0.18442 -1.31268 -1.10289 -2.320 -0.597 -1.835 0.3875
H 3.06368 1.55608 1.69847 0.534 -0.003 3.077 0.2836
H 3.06243 2.28076 0.08600 -0.164 -0.154 -0.138 0.2467
H -2.04465 -1.45985 -0.28759 0.439 0.049 0.401 0.3951
H -2.30277 -0.09866 -1.45646 0.712 -0.316 0.983 0.3553
H -1.12578 1.59460 0.18613 -1.257 -0.762 0.113 0.3745
H -1.36726 0.29033 1.50050 -0.071 0.475 -0.241 0.3496
H 0.71677 -2.08455 0.16469 -0.229 1.351 -0.711 0.3170
```
Positions in Å, forces in eV/Å.